# 1
Formula: C22H62BF4N4O7Pd
Source: the Open Molecules 2025 dataset
Level of theory: ωB97M-V/def2-TZVPD

The geometry in XYZ format:
```
101
Properties=species:S:1:pos:R:3:forces:R:3
Pd -0.1598 -2.3442 2.0312 -0.487 0.718 0.019
B -1.0692 0.3828 0.0504 -0.088 0.682 -0.697
F -0.9983 -0.8362 0.8345 -0.923 -0.246 0.116
F -0.0836 0.2100 -0.9044 -0.118 0.305 -0.140
F -2.3445 0.4341 -0.5103 0.328 -0.162 0.160
F -0.8443 1.4624 0.8977 0.145 -0.340 -0.023
C -1.1260 1.9804 -3.7723 -0.736 -1.259 -0.832
C -0.0765 2.7943 -3.1013 -0.526 1.517 0.877
O -0.6586 4.0155 -2.5874 0.003 0.342 -0.179
H -0.7366 1.2207 -4.4593 0.390 -0.149 0.336
H -1.7978 2.5252 -4.4384 0.164 0.585 0.315
H -1.7542 1.4577 -3.0472 0.014 0.045 0.045
H 0.6816 3.1664 -3.7889 0.211 -0.387 0.085
H 0.3236 2.3202 -2.2041 0.540 -0.578 -0.571
H -1.1097 3.8411 -1.7571 -0.024 -0.157 -0.038
C -4.2557 -3.9087 -0.9957 -0.442 0.506 -1.960
C -3.7441 -2.4589 -1.0643 -0.922 -0.824 -0.062
O -2.3275 -2.4597 -1.0286 0.062 -0.441 0.313
H -5.1254 -3.9526 -1.6610 -0.220 0.130 0.231
H -4.6346 -4.3051 -0.0577 0.721 -0.021 0.264
H -3.5727 -4.5213 -1.5902 0.245 -0.427 0.723
H -4.2661 -1.9451 -0.2521 0.625 0.589 0.061
H -4.0449 -2.0129 -2.0125 -0.181 0.045 0.076
H -1.9925 -1.5633 -0.9710 -0.156 0.354 -0.067
C -2.8288 3.6630 1.5542 -0.185 0.666 -0.789
C -4.1560 3.5194 2.3155 0.845 -0.249 0.597
O -5.1258 4.3949 1.7746 -0.046 -0.583 -0.144
H -1.8756 3.3632 1.9859 -0.370 -0.548 0.402
H -2.6454 4.7012 1.2610 -0.364 0.196 0.364
H -2.9561 3.1700 0.5863 0.243 -0.307 0.097
H -4.0870 3.7047 3.3898 0.188 0.523 -0.114
H -4.4832 2.4720 2.2929 -0.127 -0.005 -0.333
H -5.3323 4.0055 0.9164 -0.255 0.400 -0.040
C -0.3361 1.1445 4.7929 -0.207 -0.696 0.364
C -0.3704 -0.2936 4.2533 -0.918 0.120 -1.028
C -1.8055 -0.6468 3.9563 -1.324 -0.033 0.395
O -1.9826 -1.9567 3.3888 1.600 -0.350 -0.016
C -3.3072 -2.2697 3.0429 -1.305 -0.071 0.090
N 0.4000 -0.3440 2.9849 0.207 0.419 1.186
H -0.8296 1.8410 4.1131 0.071 -0.125 -0.209
H 0.7029 1.4437 4.9039 -0.055 0.207 0.284
H -0.8839 1.1897 5.7350 0.293 0.140 0.146
H 0.0782 -1.0500 4.9016 -0.103 0.289 0.340
H -2.2888 0.0534 3.2658 0.355 0.269 -0.017
H -2.3841 -0.6176 4.8855 0.001 -0.028 0.016
H -3.9689 -1.9727 3.8613 0.034 0.005 0.015
H -3.4475 -3.3417 2.9089 0.462 -0.049 0.098
H -3.6826 -1.7900 2.1341 0.448 0.291 -0.046
H 0.0162 0.3986 2.3938 -0.211 -0.361 -0.350
H 1.2150 0.1864 3.3256 1.039 -0.796 -1.101
C 4.7741 0.4619 -5.9794 -0.706 0.058 0.534
C 4.2768 -0.1523 -4.6611 0.914 -0.012 0.420
C 2.9251 -0.8205 -4.7938 -0.797 -0.270 -1.220
O 2.3158 -1.1657 -3.5593 1.082 0.129 0.461
C 1.1343 -1.9069 -3.6649 -0.779 1.082 -1.499
N 5.3207 -1.0878 -4.2208 -0.128 0.009 -0.050
H 5.0444 -0.3297 -6.6785 -0.194 0.082 -0.193
H 5.6595 1.0689 -5.8078 0.039 -0.095 0.132
H 3.9892 1.1162 -6.3629 0.116 -0.108 -0.404
H 4.2556 0.6309 -3.8988 -0.333 0.072 -0.056
H 3.0276 -1.6963 -5.4527 0.372 -0.420 0.373
H 2.2188 -0.2520 -5.4147 -0.029 0.656 0.422
H 0.3595 -1.3904 -3.0906 0.125 -0.586 0.684
H 1.2487 -2.9826 -3.5142 0.062 0.078 0.336
H 0.7305 -1.7666 -4.6780 0.078 -0.372 -0.108
H 5.2640 -1.8960 -4.8327 0.245 -0.164 0.204
H 5.1742 -1.3925 -3.2667 -0.114 -0.113 -0.060
C -0.3078 -5.8387 -0.7116 0.771 0.748 0.366
C 0.0677 -4.6802 0.2812 0.334 -1.973 -0.667
C 1.0439 -3.7206 -0.4132 0.702 0.416 2.130
O 1.3288 -2.5504 0.4532 -0.775 -1.601 -0.590
C 2.2066 -1.6417 -0.1742 0.052 1.816 -0.220
N -1.1005 -4.0365 0.8793 0.555 0.262 -0.372
H -1.2525 -5.6632 -1.2218 0.037 -0.072 -0.090
H -0.2898 -6.7734 -0.1550 -0.480 -0.068 -0.116
H 0.5172 -5.9210 -1.4216 -0.244 -0.067 -0.291
H 0.5518 -5.2890 1.0490 0.514 0.864 0.361
H 0.7546 -3.3881 -1.4065 -0.126 0.008 0.026
H 2.0320 -4.1762 -0.3480 -0.154 -0.581 -1.025
H 3.1594 -2.0396 -0.5316 -0.058 -0.546 0.546
H 2.3378 -0.8450 0.5595 0.401 -0.068 -0.082
H 1.7577 -1.1587 -1.0426 -0.267 -0.220 0.023
H -1.6970 -4.7422 1.3023 0.160 0.044 0.253
H -1.6108 -3.7061 0.0502 -0.457 0.865 0.428
C 2.4392 2.2231 0.4447 -0.616 0.363 -0.092
C 2.6200 2.7504 1.8709 1.095 0.291 -1.582
C 1.6310 3.8446 2.2390 0.044 0.059 -0.331
O 2.0131 4.4312 3.4607 -0.242 0.285 0.239
C 1.2092 5.5772 3.7155 0.026 0.163 -0.276
N 2.6433 1.6588 2.8530 0.075 0.623 1.354
H 2.3571 2.9937 -0.3272 0.080 0.419 0.391
H 1.4867 1.6991 0.3665 0.292 -0.534 -0.063
H 3.3166 1.6593 0.1259 -0.251 -0.499 0.204
H 3.6339 3.1696 1.8596 -0.212 0.580 0.180
H 0.5934 3.4781 2.2658 0.039 -0.285 0.259
H 1.6034 4.6409 1.4848 0.320 -0.248 -0.305
H 0.1531 5.3071 3.6338 -0.119 0.003 0.510
H 1.3392 6.3846 2.9853 0.358 -0.248 -0.320
H 1.4915 6.0230 4.6649 -0.198 -0.400 0.240
H 2.7796 2.2175 3.7040 -0.470 -0.387 0.301
H 3.5540 1.2026 2.8464 -0.082 -0.188 -0.625
```
Positions in Å, forces in eV/Å.

The calculation puts the LUMO energy (alpha / beta) at -2.80 / -5.50 eV. As for the spin multiplicity: 3. Its charge is +1. Its total energy is -2173.15654 Eh. The largest force on an atom comes out at 0.0444 Eh/bohr.

# 2
Formula: C5H8O
Source: the Open Molecules 2025 dataset
Level of theory: ωB97M-V/def2-TZVPD

The geometry in XYZ format:
```
14
Properties=species:S:1:pos:R:3:forces:R:3
C -1.3609 0.1134 0.9061 -0.017 0.069 -0.008
C -0.4852 1.1541 -1.7794 0.160 -0.329 -0.109
C -0.0693 -0.7045 0.8291 -0.041 -0.093 0.009
C 1.0922 -0.1656 -0.0286 0.052 0.047 0.050
C 0.8229 0.6224 -1.2864 0.235 0.047 0.184
O -0.0596 0.0441 -2.2960 -0.257 0.131 -0.025
H -1.2780 0.9744 1.5758 0.083 -0.070 -0.086
H -2.1736 -0.5207 1.2764 0.121 0.139 0.006
H -1.6747 0.4989 -0.0682 -0.034 -0.089 0.124
H 0.3258 -0.8178 1.8460 -0.065 -0.128 -0.155
H -0.3132 -1.7177 0.4942 -0.012 0.137 -0.070
H 1.7350 0.4812 0.5787 -0.098 0.036 -0.022
H 1.7250 -1.0186 -0.3089 -0.007 0.138 0.067
H 1.7137 1.0564 -1.7387 -0.119 -0.035 0.034
```
Positions in Å, forces in eV/Å.

The calculation puts the LUMO energy at 0.84 eV. As for the spin multiplicity: 1. Its charge is 0. Its total energy is -270.42518 Eh. The largest force on an atom comes out at 0.0074 Eh/bohr.

# 3
Formula: C3H10FN2S
Source: the Open Molecules 2025 dataset
Level of theory: ωB97M-V/def2-TZVPD

The geometry in XYZ format:
```
17
Properties=species:S:1:pos:R:3:forces:R:3
C 1.0865 1.4032 -0.5613 0.291 -2.641 -1.054
C 1.8684 0.6413 0.4906 1.217 -1.448 -0.563
C -1.9032 -0.7418 -0.2821 -0.066 1.307 -0.549
N -1.0760 -1.6773 0.1348 -1.994 2.282 1.699
N -2.6632 -0.0008 0.5142 -0.625 -1.135 0.889
F 0.0264 2.0453 -0.0768 -1.709 1.302 1.259
S 2.4912 -0.9358 -0.2089 -1.344 -0.814 0.600
H 1.7401 2.0445 -1.0253 1.422 2.028 -1.177
H 0.6859 0.7562 -1.4078 0.690 0.154 1.174
H 2.7747 1.0195 1.0206 -1.179 0.655 -0.575
H 1.2223 0.2052 1.2002 -0.993 0.077 1.236
H -1.8783 -0.4189 -1.3396 -0.197 -0.701 0.518
H -1.0199 -1.7959 1.1420 0.294 -0.634 -0.323
H -0.6718 -2.2897 -0.4955 1.315 -1.261 -1.230
H -2.7560 -0.3229 1.5042 0.021 0.673 -1.141
H -3.4725 0.5540 0.1659 1.316 -0.473 0.146
H 3.5452 -0.4862 -0.7753 1.539 0.629 -0.907
```
Positions in Å, forces in eV/Å.

The calculation puts the LUMO energy at -4.10 eV. As for the spin multiplicity: 1. Its charge is +1. Its total energy is -727.59668 Eh. The largest force on an atom comes out at 0.0676 Eh/bohr.

# 4
Formula: C3H8N3
Source: the Open Molecules 2025 dataset
Level of theory: ωB97M-V/def2-TZVPD

The geometry in XYZ format:
```
14
Properties=species:S:1:pos:R:3:forces:R:3
C 1.0489 -1.1694 -0.1940 -1.339 -2.127 -0.638
C 0.5353 1.0678 -0.3374 1.296 -0.849 -3.095
C -1.4536 -0.2772 0.6326 1.570 -0.174 0.897
N 1.3072 0.0472 0.2601 -0.458 1.958 0.894
N -0.9891 -0.8857 -0.5307 1.573 -3.624 -1.641
N -0.8621 0.4402 -0.4343 -0.397 6.180 -1.692
H 1.1116 -1.5147 -1.2516 0.340 0.996 0.892
H 1.2693 -1.9480 0.5395 -0.411 -0.065 -0.281
H 0.6297 1.9177 0.2405 -0.642 1.844 1.425
H 0.8648 1.4240 -1.3799 -0.652 -1.185 1.224
H -2.4706 -0.1504 0.7620 -1.932 0.133 0.637
H -0.7501 -0.3793 1.4317 -0.343 0.227 1.185
H 1.1835 0.2687 1.2668 0.990 -1.365 -0.558
H -1.4249 1.1591 -1.0054 0.404 -1.948 0.750
```
Positions in Å, forces in eV/Å.

The calculation puts the LUMO energy at -3.76 eV. As for the spin multiplicity: 1. Its charge is +1. Its total energy is -282.97067 Eh. The largest force on an atom comes out at 0.1249 Eh/bohr.

# 5
Formula: C35H29BrNPPtSbSe2
Source: the Open Molecules 2025 dataset
Level of theory: ωB97M-V/def2-TZVPD

The geometry in XYZ format:
```
71
Properties=species:S:1:pos:R:3:forces:R:3
Pt 0.1111 -0.7224 -0.4338 -0.038 -0.026 0.042
Se -1.9791 0.2638 0.2556 -0.050 -0.110 0.033
P -2.4987 0.5084 -1.8606 -0.104 -0.030 -0.039
Se -0.7432 -0.4686 -2.7047 0.045 -0.026 -0.051
C -4.0473 -0.2894 -2.2928 -0.003 0.019 0.011
C -4.0623 -1.6299 -2.6691 0.013 -0.007 -0.005
C -5.2715 -2.2546 -2.9285 0.005 -0.005 -0.006
C -6.4594 -1.5479 -2.8042 -0.003 0.000 -0.003
C -6.4459 -0.2132 -2.4210 0.000 0.007 0.005
C -5.2419 0.4217 -2.1663 0.020 -0.009 -0.011
C -2.6612 2.2272 -2.3582 -0.005 0.010 -0.019
C -2.9954 2.4881 -3.6887 -0.063 0.000 0.043
C -3.0793 3.7969 -4.1296 -0.111 -0.002 0.019
C -2.8385 4.8437 -3.2462 -0.036 0.009 -0.013
C -2.5062 4.5835 -1.9254 0.004 0.003 0.001
C -2.4114 3.2726 -1.4777 -0.032 0.009 -0.008
H -3.1306 -2.1730 -2.7646 -0.006 -0.004 0.006
H -5.2862 -3.2931 -3.2306 0.000 0.001 0.001
H -7.4016 -2.0385 -3.0094 0.000 0.001 0.002
H -7.3736 0.3344 -2.3250 0.002 0.001 0.000
H -5.2321 1.4644 -1.8748 0.000 0.013 -0.005
H -3.1890 1.6724 -4.3756 0.004 -0.006 -0.007
H -3.3370 4.0029 -5.1597 0.000 0.001 -0.004
H -2.9124 5.8665 -3.5916 0.006 -0.001 -0.002
H -2.3211 5.4001 -1.2405 0.000 -0.001 -0.002
H -2.1466 3.0627 -0.4489 0.007 0.003 -0.005
C 7.4028 1.9826 -1.2718 0.001 0.008 0.002
C 6.8209 0.7597 -1.5724 -0.006 -0.015 0.000
C 5.4702 0.5519 -1.3250 0.007 0.002 -0.005
C 4.6907 1.5658 -0.7749 -0.024 -0.049 0.019
C 5.2862 2.7870 -0.4671 0.003 -0.002 -0.009
C 6.6346 2.9973 -0.7192 0.004 -0.001 0.003
Sb 2.5904 1.3731 -0.4202 0.223 0.126 -0.019
C 1.9664 1.8767 -2.3886 -0.041 -0.033 0.003
C 0.8470 2.6918 -2.5260 0.064 0.001 0.008
C 0.3712 3.0318 -3.7845 0.032 0.059 0.011
C 1.0104 2.5477 -4.9163 -0.004 0.000 0.016
C 2.1339 1.7409 -4.7892 0.005 -0.015 -0.005
C 2.6167 1.4140 -3.5293 -0.005 0.000 -0.001
C 2.5706 -0.7907 -0.5927 -0.020 0.087 -0.002
C 3.1881 -1.5084 0.4614 -0.012 -0.007 -0.012
C 3.3050 -2.8739 0.4174 0.030 0.015 -0.010
C 2.7751 -3.6007 -0.6640 0.001 -0.011 -0.001
C 2.1749 -2.9382 -1.7022 -0.051 -0.008 0.023
C 2.0838 -1.5262 -1.6852 -0.065 0.039 0.056
H 8.4552 2.1437 -1.4649 -0.001 0.001 -0.001
H 7.4184 -0.0350 -2.0006 0.002 0.002 0.000
H 5.0326 -0.4115 -1.5637 0.004 0.002 -0.001
H 4.7003 3.5881 -0.0285 0.002 0.000 -0.001
H 7.0859 3.9515 -0.4801 0.000 -0.001 0.000
H 0.3308 3.0583 -1.6446 0.026 0.004 -0.017
H -0.5002 3.6682 -3.8792 0.130 -0.024 0.012
H 0.6406 2.8066 -5.9001 0.001 0.001 -0.006
H 2.6418 1.3759 -5.6729 0.001 0.001 0.000
H 3.5119 0.8077 -3.4410 0.002 -0.001 -0.004
H 3.5978 -0.9657 1.3076 0.003 -0.003 0.000
H 3.8140 -3.3973 1.2172 -0.002 -0.003 0.002
H 2.8661 -4.6787 -0.6856 0.001 -0.001 0.000
H 1.7954 -3.4810 -2.5583 0.004 -0.001 0.001
H 1.8133 -1.0089 -2.5966 0.030 -0.001 -0.013
Br 1.2295 -2.0983 6.0534 0.000 -0.001 0.008
C 0.9226 -1.6894 4.2520 0.002 -0.015 -0.016
C 0.7405 -2.7061 3.3267 -0.009 0.014 0.015
C 0.5257 -2.3608 2.0089 -0.012 0.002 -0.001
N 0.4838 -1.0874 1.5959 0.013 -0.046 -0.022
C 0.6472 -0.1112 2.4965 0.001 0.005 -0.010
C 0.8733 -0.3690 3.8338 0.003 0.011 -0.004
H 0.7650 -3.7452 3.6199 -0.003 -0.002 -0.001
H 0.3873 -3.1164 1.2474 -0.006 0.004 0.006
H 0.5998 0.9020 2.1209 0.008 0.005 -0.003
H 1.0060 0.4470 4.5286 0.001 0.000 -0.002
```
Positions in Å, forces in eV/Å.

The calculation puts the LUMO energy at -3.08 eV. As for the spin multiplicity: 1. Its charge is +1. Its total energy is -9483.54317 Eh. The largest force on an atom comes out at 0.0050 Eh/bohr.

# 6
Formula: C2H7NO
Source: the Open Molecules 2025 dataset
Level of theory: ωB97M-V/def2-TZVPD

The geometry in XYZ format:
```
11
Properties=species:S:1:pos:R:3:forces:R:3
N 1.3899 -0.5700 -0.1449 1.602 -3.136 -1.660
C 0.4221 0.2976 0.3586 2.281 2.286 0.949
C -0.8502 0.4621 -0.3184 -2.390 -0.578 -1.615
O -1.7347 -0.6949 -0.0425 2.664 0.036 4.824
H 2.0438 -0.3214 -0.9445 -1.792 -0.034 1.505
H 0.9378 -1.4760 -0.3156 0.795 0.287 -0.278
H 1.0113 1.2169 0.4366 -0.722 0.711 -0.075
H 0.2502 0.0963 1.4287 -0.251 -0.317 -0.044
H -0.8471 0.5458 -1.4251 0.615 -0.470 0.463
H -1.2618 1.4305 -0.0620 -0.739 0.063 0.777
H -1.3612 -0.9870 1.0291 -2.064 1.151 -4.845
```
Positions in Å, forces in eV/Å.

The calculation puts the LUMO energy at 0.95 eV. As for the spin multiplicity: 1. Its charge is 0. Its total energy is -210.32908 Eh. The largest force on an atom comes out at 0.1072 Eh/bohr.

# 7
Formula: C3H9NS
Source: the Open Molecules 2025 dataset
Level of theory: ωB97M-V/def2-TZVPD

The geometry in XYZ format:
```
14
Properties=species:S:1:pos:R:3:forces:R:3
C 1.2065 1.6050 0.9956 0.346 -0.020 -0.091
C 0.8457 0.3205 0.2919 -0.717 -0.358 -0.425
N 1.4306 -0.8065 0.9963 0.319 -0.223 0.181
C -0.6807 0.1462 0.2288 -0.068 0.660 1.067
S -1.3329 -0.7219 -1.1921 -0.317 -0.730 0.295
H 0.8234 2.4640 0.4510 -0.109 0.095 0.032
H 2.2922 1.6955 1.0237 0.091 0.114 0.127
H 0.8300 1.6064 2.0164 -0.056 0.037 0.073
H 1.1373 0.3723 -0.7618 0.483 0.141 -0.058
H 2.4152 -0.6567 1.1921 -0.100 0.026 -0.101
H 1.3599 -1.6693 0.4697 -0.102 0.060 -0.046
H -1.0002 -0.4097 1.1152 0.040 -0.156 -0.155
H -1.1491 1.1289 0.3578 -0.054 -0.130 -0.388
H -0.8613 0.0936 -2.1082 0.245 0.482 -0.512
```
Positions in Å, forces in eV/Å.

The calculation puts the LUMO energy at 1.01 eV. As for the spin multiplicity: 1. Its charge is 0. Its total energy is -572.63662 Eh. The largest force on an atom comes out at 0.0244 Eh/bohr.

# 8
Formula: C3H5NO2
Source: the Open Molecules 2025 dataset
Level of theory: ωB97M-V/def2-TZVPD

The geometry in XYZ format:
```
11
Properties=species:S:1:pos:R:3:forces:R:3
N -2.1969 -0.0545 -0.4745 0.397 0.033 0.092
C -1.0506 0.2810 -0.1749 -0.515 0.080 0.246
C 0.1233 0.4694 0.4116 -0.397 -0.350 -0.141
O 0.4242 1.5922 1.1425 -0.048 -0.040 0.253
C 1.0960 -0.6757 0.2124 0.015 0.107 0.221
O 0.7458 -1.2101 -1.0509 0.350 -0.088 -0.239
H -2.4816 0.0769 -1.4445 0.088 0.239 0.043
H -0.3390 1.7520 1.7127 0.255 0.226 0.033
H 2.1580 -0.3931 0.2297 -0.270 0.334 0.182
H 0.9413 -1.4505 0.9749 0.048 0.067 -0.201
H 0.5795 -0.3875 -1.5389 0.076 -0.607 -0.490
```
Positions in Å, forces in eV/Å.

The calculation puts the LUMO energy at 0.59 eV. As for the spin multiplicity: 1. Its charge is 0. Its total energy is -322.46107 Eh. The largest force on an atom comes out at 0.0152 Eh/bohr.

# 9
Formula: H2O4S3
Source: the Open Molecules 2025 dataset
Level of theory: ωB97M-V/def2-TZVPD

The geometry in XYZ format:
```
9
Properties=species:S:1:pos:R:3:forces:R:3
O 1.7223 0.1060 2.6775 -0.053 0.819 0.098
O 1.2691 -1.6525 0.9922 0.244 0.167 0.489
O -1.1092 0.5286 -2.6752 -1.985 -1.944 0.347
O -1.6772 0.3573 -0.2701 -0.383 -1.166 0.821
S -2.1273 1.2015 -1.5893 1.637 0.124 0.083
S -0.5328 0.7913 0.9371 0.376 1.571 -0.208
S 0.6310 -0.6891 2.1806 0.080 -1.655 -1.744
H -0.4322 0.9368 -3.1685 1.202 1.780 -0.182
H 2.2562 -1.5799 0.9157 -1.118 0.304 0.296
```
Positions in Å, forces in eV/Å.

The calculation puts the LUMO energy at -0.92 eV. As for the spin multiplicity: 1. Its charge is 0. Its total energy is -1496.59796 Eh. The largest force on an atom comes out at 0.0545 Eh/bohr.